No. 1
{
  "formula": "C48H50EuN6OS4",
  "method": "ωB97M-V with the def2-TZVPD basis set",
  "lumo_energy_ev": [-8.511, -8.275],
  "e_tot_ev": -124227.778,
  "total_charge": 3,
  "multiplicity": 7,
  "s_squared": 12.01,
  "de_lowest_ev": 0.303,
  "homo_energy_ev": [-15.38, -15.38],
  "gap_ev": [6.865, 7.101],
  "species": ["Eu", "C", "C", "N", "C", "C", "S", "C", "C", "N", "H", "H", "H", "H", "H", "H", "H", "H", "H", "H", "H", "H", "H", "H", "C", "C", "N", "C", "C", "C", "C", "C", "C", "C", "C", "C", "N", "C", "H", "H", "H", "H", "H", "H", "H", "H", "S", "C", "N", "C", "C", "N", "C", "C", "C", "C", "C", "C", "C", "C", "S", "C", "C", "C", "C", "C", "C", "C", "H", "H", "H", "H", "H", "H", "H", "H", "H", "H", "H", "H", "H", "H", "H", "H", "H", "H", "O", "S", "C", "C", "C", "C", "C", "C", "C", "C", "C", "C", "C", "C", "H", "H", "H", "H", "H", "H", "H", "H", "H", "H"],
  "coordinates": [[-0.695066, -1.320990, 0.728549], [1.246434, -1.081790, 3.668449], [2.387734, -0.858190, 2.666049], [1.853734, -0.684390, 1.298349], [2.772034, -1.192190, 0.264049], [2.877434, -2.724490, 0.251049], [1.333034, -3.614890, 0.669349], [1.563934, -3.995290, 2.467149], [0.473934, -3.422990, 3.368149], [0.189634, -1.986590, 3.155949], [0.772534, -0.117490, 3.864449], [1.669234, -1.451490, 4.608149], [3.074934, -1.701890, 2.672849], [2.964734, 0.016610, 2.986949], [1.762834, 0.323010, 1.132349], [3.788134, -0.792190, 0.395049], [2.397034, -0.843190, -0.707351], [3.649034, -3.101090, 0.921549], [3.135134, -3.052390, -0.756151], [2.555634, -3.655990, 2.752549], [1.545534, -5.081590, 2.560549], [0.776334, -3.609590, 4.407749], [-0.457366, -3.971290, 3.189949], [-0.624766, -1.798190, 3.744349], [-4.928566, 0.991510, 0.477949], [-3.588266, 0.603710, 0.483349], [-3.174266, -0.651090, 0.605649], [-4.125566, -1.617090, 0.706049], [-5.510966, -1.317690, 0.720949], [-5.900266, 0.029110, 0.612849], [-6.471766, -2.363790, 0.829149], [-6.083366, -3.658990, 0.850249], [-4.701966, -4.006890, 0.793549], [-4.273766, -5.345290, 0.752949], [-2.925466, -5.615290, 0.722549], [-2.021166, -4.553990, 0.775749], [-2.379366, -3.276590, 0.807649], [-3.709366, -2.995990, 0.775949], [-5.188966, 2.032810, 0.373749], [-2.814866, 1.360610, 0.392349], [-6.949066, 0.288110, 0.626149], [-7.514666, -2.094290, 0.876649], [-6.809866, -4.453290, 0.912149], [-5.000966, -6.143290, 0.739849], [-2.559066, -6.628990, 0.675749], [-0.956966, -4.765790, 0.786349], [-0.801266, 1.253010, 2.356249], [-0.358166, 2.649110, 1.523549], [-0.113166, 3.788210, 2.148449], [0.235734, 4.954810, 1.356949], [-0.653366, 4.984810, 0.124949], [-0.445166, 3.756810, -0.620951], [-0.359766, 3.825110, -2.066851], [1.076834, 3.837210, -2.554951], [1.970534, 4.816410, -2.135751], [3.266734, 4.836910, -2.622251], [3.682334, 3.883810, -3.537951], [2.796534, 2.904510, -3.955351], [1.503534, 2.875310, -3.460151], [-0.274466, 2.623910, 0.041849], [0.026134, 1.177810, -0.776051], [-0.115466, 3.942510, 3.594449], [1.279634, 4.172310, 4.135049], [1.774334, 5.460810, 4.295549], [3.043234, 5.663910, 4.811249], [3.824034, 4.582110, 5.180649], [3.332134, 3.295710, 5.030749], [2.069134, 3.089810, 4.502749], [1.288834, 4.896710, 1.057949], [0.097934, 5.852610, 1.958349], [-0.410266, 5.839910, -0.505851], [-1.709366, 5.059910, 0.413149], [-0.872866, 4.733210, -2.387651], [-0.875166, 2.960210, -2.493251], [1.662734, 5.590410, -1.448051], [3.947434, 5.611710, -2.302751], [4.683334, 3.918910, -3.939351], [3.106034, 2.170010, -4.683851], [0.812934, 2.116610, -3.798451], [-0.548866, 3.047210, 4.041249], [-0.747266, 4.800210, 3.836449], [1.158034, 6.314610, 4.053549], [3.413834, 6.668710, 4.939249], [4.806934, 4.741710, 5.594049], [3.927834, 2.451910, 5.342449], [1.677734, 2.085410, 4.409949], [-0.586766, -1.890990, -1.344851], [0.508134, -1.599590, -2.363451], [-0.345166, -0.926990, -3.795351], [0.439434, -0.283990, -4.740751], [-0.174566, 0.313110, -5.829151], [-1.555966, 0.278410, -5.948751], [-2.328066, -0.356190, -4.987951], [-1.723766, -0.960190, -3.896351], [0.977334, -3.226890, -2.980151], [2.221434, -3.371590, -3.575551], [2.621134, -4.630290, -3.994051], [1.792534, -5.724390, -3.791851], [0.555934, -5.564890, -3.187051], [0.141334, -4.309990, -2.775251], [1.514234, -0.254490, -4.625651], [0.422634, 0.812110, -6.576451], [-2.030666, 0.747710, -6.796251], [-3.401966, -0.379690, -5.089651], [-2.307666, -1.449890, -3.130251], [2.865734, -2.513890, -3.717951], [3.579734, -4.759190, -4.471851], [2.112834, -6.702990, -4.110451], [-0.085566, -6.419090, -3.039351], [-0.815366, -4.159990, -2.298651]],
  "forces_ev_per_angstrom": [[0.176, 0.626, 1.517], [0.321, 0.185, -0.208], [-0.436, -0.194, 0.197], [0.091, 0.541, -0.230], [0.074, -0.052, -0.058], [-0.236, 0.065, -0.018], [0.116, 0.123, 0.389], [-0.240, 0.087, -0.293], [0.061, -0.143, -0.142], [-0.367, 0.005, 0.218], [0.062, -0.175, 0.080], [-0.096, -0.015, 0.016], [0.000, 0.037, -0.027], [-0.030, -0.103, -0.083], [-0.033, -0.332, 0.007], [-0.157, 0.009, -0.085], [0.175, -0.005, 0.296], [-0.029, -0.004, -0.031], [0.077, -0.058, 0.046], [0.009, -0.047, -0.021], [0.080, 0.054, -0.010], [-0.099, 0.009, -0.098], [0.086, 0.096, 0.072], [0.095, -0.025, -0.060], [-0.193, -0.209, 0.016], [0.139, 0.149, -0.027], [-0.020, 0.078, 0.029], [-0.433, 0.031, 0.052], [0.615, 0.074, -0.007], [0.410, 0.046, -0.026], [0.050, -0.435, -0.012], [-0.206, 0.350, -0.025], [0.571, 0.252, -0.002], [0.378, 0.135, 0.014], [-0.242, 0.019, 0.044], [0.046, -0.029, 0.018], [0.083, 0.005, -0.049], [-0.368, -0.189, 0.074], [0.025, 0.082, -0.001], [-0.076, -0.158, -0.005], [-0.076, 0.018, 0.000], [-0.149, -0.011, -0.008], [-0.106, -0.094, -0.010], [-0.077, -0.073, 0.010], [0.039, -0.054, 0.019], [-0.097, 0.010, -0.043], [-0.064, -0.227, -0.002], [-0.202, 0.076, 1.248], [-0.225, -0.665, -0.803], [0.088, 0.477, -0.622], [-0.020, 0.530, 0.625], [0.127, -0.733, 0.772], [0.161, -0.026, -0.860], [-0.007, -0.067, 0.035], [-0.021, -0.069, -0.035], [0.048, 0.059, 0.052], [-0.017, -0.015, -0.030], [-0.001, -0.026, -0.038], [-0.068, 0.108, 0.009], [0.075, 0.059, -1.271], [-0.101, 0.014, -0.008], [0.182, 0.030, 0.909], [-0.129, 0.045, -0.098], [-0.041, -0.081, 0.025], [0.033, 0.068, -0.017], [-0.005, 0.006, -0.040], [0.026, -0.098, -0.039], [0.005, 0.014, 0.000], [-0.062, 0.080, 0.101], [-0.031, -0.112, -0.036], [0.004, -0.136, 0.056], [0.089, 0.067, -0.059], [-0.063, -0.058, 0.108], [-0.023, 0.120, 0.075], [-0.055, 0.123, 0.082], [0.044, 0.057, 0.018], [0.091, -0.010, -0.010], [0.065, -0.068, -0.070], [-0.088, -0.043, 0.004], [-0.010, 0.224, -0.124], [-0.059, -0.068, -0.090], [-0.084, 0.111, -0.019], [0.042, 0.098, 0.028], [0.099, 0.014, 0.062], [0.085, -0.085, 0.037], [-0.061, -0.104, 0.006], [-0.354, -0.220, -0.315], [0.413, -0.493, -2.040], [0.113, 0.249, 0.302], [0.091, -0.128, 0.060], [0.037, -0.064, 0.016], [0.016, -0.010, -0.015], [0.017, -0.017, 0.023], [-0.031, -0.172, 0.216], [0.068, 0.178, 0.387], [0.021, 0.218, 0.024], [-0.001, -0.002, -0.022], [0.036, 0.068, -0.036], [-0.034, 0.027, 0.003], [-0.181, 0.137, 0.052], [0.119, 0.059, -0.041], [0.061, 0.032, -0.071], [-0.052, 0.042, -0.076], [-0.092, -0.020, 0.008], [-0.096, -0.025, 0.024], [0.097, 0.034, -0.015], [0.088, 0.007, -0.031], [0.037, -0.121, -0.041], [-0.082, -0.079, 0.016], [-0.133, -0.070, 0.055]]
}

No. 2
{
  "formula": "C4H8O2",
  "method": "ωB97M-V with the def2-TZVPD basis set",
  "smiles": "C[C@@H](O)CC=O",
  "lumo_energy_ev": 0.755,
  "e_tot_ev": -8372.223,
  "total_charge": 0,
  "de_lowest_ev": 1.059,
  "homo_energy_ev": -9.68,
  "gap_ev": 10.433,
  "species": ["C", "C", "O", "C", "C", "O", "H", "H", "H", "H", "H", "H", "H", "H"],
  "coordinates": [[0.477773, -1.439315, -0.898911], [-0.311960, -0.419279, -0.089552], [-0.463491, -0.834599, 1.261203], [0.386552, 0.929287, -0.021105], [-0.399120, 1.958970, 0.765403], [-0.046611, 3.107330, 0.888650], [-0.033779, -2.409001, -0.911003], [0.601027, -1.112751, -1.937301], [1.468622, -1.582048, -0.454818], [-1.305602, -0.280424, -0.550520], [-0.975367, -1.652880, 1.270451], [0.575118, 1.331466, -1.023838], [1.363289, 0.807434, 0.465061], [-1.336452, 1.595809, 1.236278]],
  "forces_ev_per_angstrom": [[0.022, -0.038, -0.025], [0.054, 0.142, -0.289], [-0.165, -0.255, 0.075], [0.041, -0.002, -0.025], [0.145, 0.308, -0.006], [-0.158, -0.454, -0.045], [0.057, 0.142, 0.005], [-0.030, -0.024, 0.150], [-0.128, 0.030, -0.059], [0.130, -0.027, 0.092], [0.099, 0.116, 0.076], [-0.036, -0.048, 0.146], [-0.119, 0.030, -0.040], [0.088, 0.078, -0.054]]
}

No. 3
{
  "formula": "C4H10N2O",
  "method": "ωB97M-V with the def2-TZVPD basis set",
  "lumo_energy_ev": [-3.721, -8.833],
  "e_tot_ev": -9328.925,
  "total_charge": 1,
  "multiplicity": 2,
  "s_squared": 0.76,
  "de_lowest_ev": 1.004,
  "homo_energy_ev": [-15.80, -15.35],
  "gap_ev": [12.079, 6.520],
  "species": ["N", "C", "C", "C", "C", "N", "O", "H", "H", "H", "H", "H", "H", "H", "H", "H", "H"],
  "coordinates": [[0.443730, -1.680831, 0.057515], [-0.602834, -0.086949, -2.077701], [0.228387, 0.503397, -0.925070], [-0.022065, -0.324022, 0.311260], [0.585557, 0.264126, 1.691405], [-0.275680, 1.136708, 2.224535], [1.761808, 0.202802, 1.905042], [-0.056147, -2.339324, 0.650221], [1.441809, -1.695797, 0.257885], [-0.523707, 0.526141, -2.987565], [-1.686250, -0.339011, -1.847924], [-0.248972, -1.104798, -2.286800], [1.261448, 0.693775, -1.252138], [-0.062261, 1.559851, -0.757656], [-1.080968, -0.412668, 0.532244], [-1.214598, 1.104304, 1.859151], [0.050744, 1.992296, 2.645598]],
  "forces_ev_per_angstrom": [[-0.175, 2.085, 2.574], [-0.814, -1.074, -0.042], [-0.359, 2.338, -0.521], [-0.238, -3.205, -1.544], [1.710, 2.326, -0.219], [-0.798, -0.758, -0.432], [-0.452, -0.709, 0.018], [0.131, -0.485, -0.398], [0.234, -0.634, -0.745], [-0.160, -0.204, 0.445], [1.061, 1.029, -0.011], [0.412, 0.299, -0.228], [0.042, -0.981, 0.450], [-0.368, -0.512, 0.200], [-0.344, 0.236, -0.170], [-0.060, 0.368, 0.278], [0.177, -0.120, 0.346]]
}